# 1
C33H36N11O5V as an isolated structure in a non-equilibrium geometry, computed with the ωB97M-V functional and the def2-TZVPD basis.

Properties
Total charge: +2
<S²>: 2.012
Frontier orbital gap (alpha / beta), eV: 5.73 / 5.50
ΔE to the lowest compared entry with this formula, charge and spin, eV: 1.238
Calculated total energy, eV: -87111.455
2S+1: 3
Lowest unoccupied orbital energy (alpha / beta), hartree: -0.250 / -0.258

Cartesian coordinates (Å):
V1 -0.4825 -1.5780 1.2850
O1 -2.6865 -4.5833 -0.7609
C1 -1.8527 -3.8205 -0.1186
O2 -2.0588 -2.6446 0.1739
C2 -0.5677 -4.4088 0.2843
C3 -0.1310 -5.7104 0.1179
C4 1.1296 -6.0460 0.6024
C5 1.9092 -5.0715 1.2125
C6 1.3766 -3.8009 1.3488
N1 0.1648 -3.4786 0.9064
C7 2.0001 -2.5919 2.0149
O3 3.1698 -2.4739 2.2451
O4 1.0480 -1.7227 2.2382
H1 -3.5121 -4.1240 -0.9869
H2 -0.7674 -6.4320 -0.3761
H3 1.4972 -7.0588 0.5079
H4 2.9019 -5.2782 1.5892
C8 -1.0234 -3.5115 3.7253
N2 -1.5371 -2.2436 3.1644
C9 -2.9932 -2.4048 2.9681
C10 -1.2877 -1.1896 4.1813
C11 -1.4288 0.2185 3.6383
N3 -0.3763 0.5488 2.6611
C12 0.8935 0.7628 3.3866
C13 -0.6981 1.8404 2.0238
H5 -1.4782 -3.7046 4.7010
H6 0.0546 -3.4599 3.8594
H7 -1.2667 -4.3475 3.0705
H8 -3.4997 -2.5465 3.9270
H9 -3.1899 -3.2780 2.3521
H10 -3.4181 -1.5377 2.4726
H11 -0.2803 -1.3268 4.5714
H12 -1.9815 -1.3188 5.0178
H13 -1.3871 0.9151 4.4844
H14 -2.4030 0.3475 3.1666
H15 0.7444 1.4719 4.2077
H16 1.6362 1.1930 2.7180
H17 1.2990 -0.1543 3.7904
H18 -0.6555 2.6471 2.7626
H19 -1.6881 1.8383 1.5831
H20 0.0247 2.0550 1.2368
C14 4.2972 0.0118 -0.9041
N4 2.9490 -0.5314 -0.8657
C15 1.9622 -0.2229 -0.0308
N5 0.9041 -0.9852 -0.2939
C16 1.3252 -1.7464 -1.3502
N6 2.5499 -1.4879 -1.7201
C17 4.3848 1.4162 -1.4643
C18 5.6298 2.0398 -1.4819
C19 5.7671 3.3218 -1.9872
C20 4.6661 4.0071 -2.4772
C21 3.4210 3.3903 -2.4532
C22 3.2840 2.0946 -1.9518
C23 2.2451 4.0898 -2.9368
N7 2.1489 5.2716 -3.4602
N8 0.8361 5.4820 -3.7422
C24 0.1895 4.4200 -3.3780
O5 1.0299 3.4951 -2.8510
C25 -1.2300 4.1285 -3.4605
C26 -2.1339 5.0978 -3.8875
C27 -3.4795 4.7817 -3.9538
C28 -3.9245 3.5155 -3.5974
C29 -3.0249 2.5449 -3.1750
C30 -3.5117 1.1498 -2.8468
N9 -3.0718 0.6712 -1.5390
C31 -1.9063 0.1589 -1.1382
N10 -1.9569 -0.1063 0.1605
C32 -3.2187 0.2810 0.5045
N11 -3.9118 0.7528 -0.4956
C33 -1.6771 2.8572 -3.1111
H21 4.8870 -0.6716 -1.5118
H22 4.6985 -0.0056 0.1098
H23 2.0375 0.5164 0.7474
H24 0.7140 -2.4809 -1.8491
H25 6.4982 1.5168 -1.0972
H26 6.7404 3.7929 -1.9922
H27 4.7561 5.0065 -2.8801
H28 2.3017 1.6395 -1.9643
H29 -1.7693 6.0774 -4.1647
H30 -4.1930 5.5240 -4.2843
H31 -4.9817 3.2849 -3.6547
H32 -3.1793 0.4485 -3.6132
H33 -4.5972 1.1399 -2.8153
H34 -1.0674 -0.0344 -1.7854
H35 -3.6404 0.2355 1.4929
H36 -0.9461 2.1198 -2.8035

Atomic forces in eV per Å
-2.104 2.203 -0.756
0.039 -0.230 -0.041
-0.198 0.217 -0.071
-0.092 -0.333 -0.005
0.332 -0.232 0.098
-0.257 0.148 -0.115
0.158 0.073 0.083
-0.046 -0.075 -0.090
-0.073 0.220 0.088
0.416 -1.340 -0.279
0.444 -0.536 -0.255
-0.151 0.008 0.050
1.422 0.140 1.436
-0.022 0.100 0.028
0.027 -0.026 0.018
0.002 0.006 -0.036
0.000 0.017 0.009
0.028 -0.125 0.068
-0.019 0.046 -0.202
-0.121 -0.008 0.077
0.063 0.275 0.060
-0.045 -0.104 0.121
-0.064 -0.262 -0.226
0.106 0.043 0.129
-0.026 0.156 -0.004
-0.032 0.014 -0.021
-0.006 0.059 -0.003
-0.020 0.032 -0.027
0.049 0.004 0.012
0.009 0.005 -0.017
-0.003 -0.013 0.016
-0.006 -0.066 -0.021
0.011 -0.073 -0.006
-0.066 0.031 -0.031
0.019 0.044 0.005
-0.063 0.051 -0.073
0.001 -0.034 -0.037
-0.008 -0.057 -0.002
0.025 -0.009 -0.009
0.024 -0.021 0.066
0.012 -0.009 0.002
0.349 0.271 -0.081
-0.311 0.170 0.223
0.197 -0.091 -0.126
-0.145 -0.131 -0.094
-0.009 0.170 -0.045
0.021 -0.174 -0.151
-0.070 0.046 -0.012
0.022 -0.082 0.056
0.028 0.012 0.006
-0.087 -0.038 -0.024
0.106 -0.200 0.129
-0.020 0.058 -0.028
-0.395 0.715 -0.366
0.817 -0.402 0.290
-0.948 -0.114 -0.087
0.688 0.559 -0.105
-0.096 -0.420 0.123
-0.140 -0.255 0.101
0.031 -0.044 -0.005
0.019 0.030 -0.027
-0.066 -0.060 0.028
-0.050 0.009 0.041
0.065 0.338 -0.356
0.177 -0.188 0.148
-0.104 -0.021 -0.105
0.279 -0.325 0.378
-0.029 0.001 -0.176
-0.124 0.113 0.091
0.014 0.103 -0.034
-0.070 -0.088 0.023
-0.042 -0.096 0.016
0.062 -0.029 0.030
0.007 -0.020 0.008
0.006 0.022 -0.014
-0.005 -0.003 -0.021
0.010 0.012 0.028
0.023 -0.024 -0.011
-0.015 0.009 0.010
0.014 0.010 0.002
0.011 0.000 0.014
0.035 -0.106 0.115
-0.016 -0.107 0.015
-0.034 0.063 -0.033
0.033 -0.022 -0.008
-0.004 -0.016 -0.004



# 2
A 5-piece molecular cluster, C33H36O15 overall in a non-equilibrium geometry, computed with the ωB97M-V functional and the def2-TZVPD basis.

Properties
SMILES string: O=C1c2ccccc2C(=O)c2cc(C[C@@H]3CO3)ccc21.C[C@@H]1COC(=O)O1.C[C@@H]1COC(=O)O1.C[C@@H]1COC(=O)O1.C[C@@H]1COC(=O)O1
Frontier orbital gap, eV: 8.86
Calculated total energy, eV: -65517.420
Lowest unoccupied orbital energy, hartree: -0.006

Cartesian coordinates (Å):
O1 -2.4898 -0.2167 -0.4351
C1 -1.3331 -0.1555 -0.7873
C2 -0.7021 1.1206 -1.2432
C3 -1.0486 2.3452 -0.6894
C4 -0.4139 3.5009 -1.1249
C5 0.5569 3.4477 -2.1209
C6 0.9098 2.2217 -2.6733
C7 0.2798 1.0652 -2.2403
C8 0.6315 -0.2713 -2.8046
O2 0.9370 -0.4366 -3.9646
C9 0.5598 -1.3868 -1.8150
C10 1.4579 -2.4368 -1.8666
C11 1.4006 -3.4477 -0.9085
C12 2.3959 -4.5774 -0.9458
C13 3.8613 -4.0649 -0.9720
C14 4.6255 -4.1482 0.2892
O3 4.1073 -2.8529 -0.3617
C15 0.4107 -3.4022 0.0659
C16 -0.5011 -2.3564 0.1190
C17 -0.4188 -1.3346 -0.8137
H1 -1.8103 2.4058 0.0757
H2 -0.6726 4.4520 -0.6873
H3 1.0393 4.3469 -2.4758
H4 1.6756 2.1699 -3.4355
H5 2.2048 -2.4680 -2.6494
H6 2.2466 -5.1746 -1.8456
H7 2.3046 -5.1894 -0.0527
H8 4.4331 -4.2830 -1.8794
H9 5.6854 -3.9365 0.3341
H10 4.0972 -4.1081 1.2339
H11 0.3470 -4.1850 0.8118
H12 -1.2661 -2.3499 0.8810
C18 -3.3022 -2.2385 6.0226
C19 -3.0933 -3.4514 5.1561
C20 -1.7241 -4.0842 5.2257
O4 -1.6145 -4.6991 3.9307
C21 -2.3899 -3.9912 3.0760
O5 -2.3850 -4.1213 1.8935
O6 -3.1602 -3.1132 3.7530
H13 -4.2312 -1.7362 5.7562
H14 -3.3515 -2.5356 7.0698
H15 -2.4884 -1.5235 5.8945
H16 -3.8673 -4.1983 5.3512
H17 -1.6330 -4.8170 6.0180
H18 -0.9267 -3.3419 5.3189
C22 -2.8302 5.7320 -6.3397
C23 -2.9092 5.1793 -4.9415
C24 -4.1718 5.4885 -4.1654
O7 -3.7061 5.4608 -2.8062
C25 -2.3956 5.7828 -2.8188
O8 -1.7451 6.0310 -1.8542
O9 -1.9199 5.7885 -4.0833
H19 -1.8173 5.6411 -6.7306
H20 -3.5075 5.1865 -6.9964
H21 -3.0971 6.7896 -6.3566
H22 -2.7170 4.1026 -4.9414
H23 -4.9659 4.7602 -4.3037
H24 -4.5483 6.4917 -4.3776
C26 1.6195 6.4526 -4.5767
C27 2.0011 6.3910 -6.0308
C28 2.8657 7.5200 -6.5475
O10 2.5007 7.5669 -7.9339
C29 1.2357 7.0939 -8.0444
O11 0.5695 7.1586 -9.0237
O12 0.8398 6.5390 -6.8736
H25 0.8301 5.7304 -4.3712
H26 2.4759 6.2328 -3.9390
H27 1.2310 7.4373 -4.3138
H28 2.4563 5.4251 -6.2691
H29 3.9329 7.3429 -6.4457
H30 2.6046 8.4769 -6.0894
C30 2.2557 -7.4471 9.0420
C31 1.3453 -6.5618 8.2336
C32 1.1430 -5.1570 8.7611
O13 -0.1623 -4.8343 8.2561
C33 -0.8400 -5.9969 8.1024
O14 -2.0032 -6.0714 7.8646
O15 -0.0128 -7.0513 8.2540
H31 2.1743 -8.4803 8.7080
H32 3.2905 -7.1250 8.9282
H33 1.9903 -7.4169 10.0993
H34 1.6646 -6.5343 7.1879
H35 1.8730 -4.4378 8.4003
H36 1.1056 -5.1299 9.8522

Atomic forces in eV per Å
0.197 0.053 0.238
-0.161 -0.057 -0.022
0.214 0.123 -0.141
-0.012 0.067 -0.166
0.152 0.028 0.055
-0.093 -0.399 0.056
-0.135 0.244 -0.106
-0.083 -0.088 0.158
-0.082 -0.023 -0.001
0.286 0.066 0.110
0.009 0.031 0.066
-0.203 -0.167 0.047
-0.052 -0.039 -0.089
0.810 0.522 -0.148
-0.329 -1.171 0.131
-0.299 3.331 -0.050
0.237 -0.368 0.052
0.061 0.085 0.057
-0.051 0.022 -0.162
0.143 -0.010 -0.083
-0.035 -0.119 0.015
-0.026 -0.009 0.005
-0.004 0.093 0.122
-0.037 -0.119 -0.074
0.006 0.081 -0.042
-0.136 -0.207 0.129
-0.300 -0.224 -0.117
-0.187 0.228 0.052
0.212 -1.051 -0.071
0.041 -1.054 0.069
-0.005 -0.041 -0.025
-0.079 0.067 -0.068
0.040 0.172 -0.155
0.020 0.155 0.128
0.080 -0.035 0.028
0.047 0.025 0.068
-0.043 0.031 0.019
0.042 -0.065 0.030
-0.072 -0.093 0.014
-0.043 -0.060 0.041
0.010 -0.025 0.004
0.019 -0.024 0.000
0.011 -0.031 -0.031
-0.066 -0.149 -0.195
-0.073 0.088 0.021
0.121 0.190 0.054
-0.040 0.009 -0.161
-0.053 -0.056 0.026
-0.054 0.031 -0.065
0.050 0.042 -0.080
-0.070 0.190 -0.003
0.065 -0.077 0.032
-0.014 -0.068 -0.011
-0.014 -0.013 0.006
-0.024 -0.007 0.016
0.009 -0.006 0.032
0.029 -0.055 0.133
0.012 0.001 -0.072
-0.280 0.085 0.015
0.045 0.022 0.181
0.042 0.012 -0.043
0.022 0.033 0.049
0.016 0.004 0.058
-0.047 0.012 -0.052
0.033 -0.089 -0.041
0.040 -0.036 0.030
0.043 -0.017 -0.055
0.020 0.015 -0.026
-0.010 -0.004 -0.032
0.006 -0.026 -0.140
-0.007 -0.024 0.068
-0.161 -0.104 0.132
0.123 -0.040 0.099
0.027 0.058 -0.040
0.065 0.017 0.031
-0.039 -0.164 0.137
0.002 0.051 0.003
0.045 0.047 -0.083
0.047 0.019 -0.071
0.004 0.016 -0.010
-0.003 0.030 -0.003
-0.027 0.007 -0.014
-0.097 0.051 -0.088
0.046 -0.044 0.013



# 3
C33H37BrN6O2SiZr as an isolated structure, computed with the ωB97M-V functional and the def2-TZVPD basis.

Properties
Total charge: +2
Frontier orbital gap, eV: 6.32
Calculated total energy, eV: -127049.758
Lowest unoccupied orbital energy, hartree: -0.243

Cartesian coordinates (Å):
Zr1 -0.3877 -0.0794 -0.5932
Br1 -6.5892 1.5744 -4.5522
C1 -5.0573 1.4777 -3.4788
C2 -4.1567 2.5456 -3.4508
C3 -3.0232 2.4896 -2.6619
C4 -2.7537 1.3595 -1.9030
O1 -1.6596 1.3108 -1.1245
C5 -3.6537 0.2857 -1.9296
C6 -3.4782 -0.8782 -1.1008
N1 -2.3762 -1.2426 -0.5343
C7 -2.3476 -2.4049 0.3041
C8 -3.1974 -3.4698 0.2067
C9 -3.0908 -4.5721 1.0825
C10 -2.1183 -4.6000 2.0352
C11 -1.1974 -3.5309 2.1298
C12 -0.1428 -3.5123 3.0725
C13 0.7418 -2.4727 3.0924
C14 0.5917 -1.4426 2.1598
N2 -0.3929 -1.4044 1.2776
C15 -1.3082 -2.4366 1.2608
C16 -4.8225 0.3717 -2.7092
H1 -4.3609 3.4294 -4.0413
H2 -2.3391 3.3292 -2.6108
H3 -4.3706 -1.4805 -0.9384
H4 -3.9620 -3.4907 -0.5618
H5 -3.7862 -5.3963 0.9859
H6 -2.0267 -5.4397 2.7149
H7 -0.0405 -4.3398 3.7679
H8 1.5676 -2.4389 3.7907
H9 1.3122 -0.6325 2.1192
H10 -5.5311 -0.4499 -2.7079
N3 -0.2649 0.1578 -3.0726
C17 0.6302 -0.6974 -3.8953
C18 0.0743 -2.1054 -4.0576
C19 -0.6138 -2.6321 -2.8095
N4 0.1419 -2.2475 -1.5820
H11 -1.1913 0.1783 -3.4924
H12 0.0654 1.1159 -3.1367
H13 1.5959 -0.7140 -3.4016
H14 0.7834 -0.2546 -4.8769
H15 0.8974 -2.7640 -4.3389
H16 -0.6437 -2.1428 -4.8795
H17 -0.7034 -3.7131 -2.8713
H18 -1.6204 -2.2313 -2.7271
H19 1.1362 -2.3322 -1.7661
H20 -0.0368 -2.9463 -0.8679
C20 3.2354 0.9201 -2.1818
Si1 2.3612 0.1942 -0.6816
C21 3.0877 -1.5533 -0.4881
C22 3.0540 1.1417 0.7913
C23 3.1427 2.5379 0.7496
C24 3.6222 3.2689 1.8315
C25 4.0253 2.6166 2.9908
C26 3.9749 1.2302 3.0480
C27 3.4991 0.5061 1.9566
H21 4.2245 1.2599 -1.8625
H22 2.7218 1.7809 -2.6240
H23 3.3848 0.1776 -2.9706
H24 4.1009 -1.4851 -0.0783
H25 3.1874 -2.0574 -1.4603
H26 2.5141 -2.2135 0.1737
H27 2.8417 3.0733 -0.1481
H28 3.6912 4.3502 1.7688
H29 4.3967 3.1850 3.8354
H30 4.3248 0.7118 3.9344
H31 3.5245 -0.5808 2.0094
N5 0.2323 1.6544 5.2514
C28 0.6032 2.7798 4.5845
O2 1.1288 3.7260 5.1245
C29 0.3750 2.8206 3.0910
C30 0.5463 4.0387 2.4540
C31 0.4085 4.1023 1.0801
C32 0.1427 2.9443 0.3878
N6 -0.0393 1.7548 0.9888
C33 0.0647 1.7211 2.3234
H32 0.3514 1.6578 6.2510
H33 -0.3456 0.9418 4.8496
H34 0.7932 4.9058 3.0541
H35 0.5373 5.0323 0.5421
H36 0.0972 2.9642 -0.6864
H37 -0.1040 0.7615 2.7838

Atomic forces in eV per Å
0.125 0.705 -0.393
-0.105 0.019 -0.074
0.001 0.189 -0.106
0.068 0.057 0.040
0.016 0.267 -0.133
0.348 0.011 0.310
-0.771 0.332 -0.426
-0.171 -0.311 0.143
-0.096 0.038 -0.019
0.055 -0.385 0.317
-0.081 0.304 -0.276
-0.247 -0.230 -0.101
-0.111 0.033 -0.128
0.072 -0.068 0.122
0.096 -0.078 0.265
-0.024 -0.184 0.088
0.129 -0.009 0.120
0.084 0.015 -0.132
-0.303 -0.308 -0.055
0.170 0.201 -0.003
0.015 -0.269 0.162
0.014 -0.018 0.006
-0.065 -0.040 -0.034
-0.052 -0.006 -0.044
0.027 -0.016 0.060
0.028 0.058 -0.016
-0.002 0.067 -0.042
-0.014 0.064 -0.058
-0.042 0.003 -0.024
0.036 -0.033 -0.002
0.046 0.054 0.015
0.253 -0.277 0.328
-0.149 0.033 0.017
-0.068 -0.001 -0.078
0.183 0.068 0.057
-0.208 0.004 0.206
-0.109 0.005 -0.016
0.044 0.129 -0.025
0.042 -0.019 0.076
0.044 0.055 -0.077
0.007 -0.006 -0.027
0.022 -0.001 0.004
-0.017 -0.119 0.005
-0.087 0.059 0.030
0.171 0.060 0.008
-0.010 -0.091 0.072
0.015 0.210 -0.233
0.564 -0.280 0.079
0.099 -0.195 -0.078
0.001 0.159 0.198
0.148 -0.015 0.141
0.055 -0.088 -0.081
0.016 0.008 -0.015
-0.057 -0.046 -0.067
0.063 0.053 0.118
-0.037 -0.009 -0.070
0.085 -0.048 0.006
0.030 0.101 0.048
-0.074 -0.048 -0.078
-0.013 0.029 0.124
0.085 0.007 -0.025
0.082 -0.046 0.048
-0.001 -0.077 0.008
-0.031 -0.034 -0.055
-0.021 0.033 -0.068
-0.017 0.073 0.002
0.120 0.050 -0.106
0.004 0.039 0.051
-0.015 -0.092 -0.014
0.003 0.074 0.185
-0.070 0.176 0.019
-0.101 0.173 0.070
-0.052 -0.138 0.227
0.015 -0.174 -0.314
-0.048 -0.196 -0.159
-0.010 0.019 0.041
-0.092 0.042 0.007
0.015 -0.015 -0.026
0.002 -0.039 0.026
-0.099 -0.050 -0.214
-0.023 -0.018 0.042



> Which of these has the highest calculated total energy?

C33H36O15